Record 1
Molecular formula: C24H24AlBrN6O4SSbSe4
Method: DFT, wB97M-V/def2-TZVPD

Values from the calculation:
⟨S²⟩: 0.755
Total charge: -2
Spin multiplicity: 2

Positions of all 66 atoms, in Å:
H 1.571 -4.868 -4.554
Se 4.305 0.248 6.524
H -2.824 1.545 0.817
H -5.410 -1.371 -2.971
H -2.041 -0.252 -0.580
C -0.004 -2.510 4.465
H 0.365 -5.249 -0.461
H -4.147 3.505 1.449
Se 4.919 2.520 3.005
C 0.235 -3.282 -1.293
H -1.261 -1.141 5.568
N 2.029 1.291 1.099
C -3.501 -1.454 -3.946
O 0.440 -0.455 -0.928
C -1.201 5.034 0.780
C 0.989 -5.211 -2.517
N -0.310 -0.745 2.411
H 3.303 2.936 -2.640
C 0.647 -2.715 3.268
Al 0.261 1.105 0.107
C -0.906 -0.481 3.590
H 1.763 1.822 1.961
C 0.453 -2.501 -2.416
H -3.910 -1.766 -4.898
H -1.472 -1.460 -4.650
C 0.936 -3.062 -3.587
N 3.023 1.964 0.372
N 0.962 2.180 -2.483
H -0.143 -2.824 -0.388
C 0.512 -4.638 -1.343
H 0.574 4.065 0.146
O 1.762 2.280 -3.480
C -4.343 -1.222 -2.866
O -0.172 1.528 -2.576
C -2.448 -0.606 -1.518
C -1.617 -0.873 -2.591
H 3.841 2.284 0.925
C -2.133 -1.281 -3.810
C 2.690 2.337 -0.866
H -0.743 6.014 0.797
H -1.446 0.450 3.629
Br -3.569 6.400 1.606
C -2.345 2.521 0.784
H 2.469 0.419 1.482
C -3.815 -0.793 -1.658
H -4.468 -0.597 -0.817
C -0.464 3.912 0.415
Se 1.209 1.753 4.262
O -0.493 0.144 1.447
H 0.998 -1.863 1.291
H 1.337 -3.531 3.124
H 1.210 -6.270 -2.550
C -3.115 3.619 1.145
H 4.560 2.833 -1.431
N 1.441 2.085 -1.198
C -1.007 2.622 0.394
C 0.497 -1.797 2.242
C -0.786 -1.370 4.626
H 0.149 -3.190 5.291
S 0.161 -0.705 -2.417
Se 3.537 -1.166 2.751
N 3.590 2.957 -1.664
Sb 3.563 0.857 4.282
H 1.127 -2.428 -4.447
C 1.195 -4.425 -3.641
C -2.526 4.870 1.132


Record 2
Molecular formula: H20O10Sr
Method: DFT, wB97M-V/def2-TZVPD

Values from the calculation:
Total charge: +2

Positions of all 31 atoms, in Å:
H 2.893 -1.451 1.300
Sr -0.148 0.091 -0.058
O 0.360 1.119 2.358
H 3.312 0.695 0.097
H -2.635 1.019 1.723
H -2.501 0.915 -2.003
H 1.359 1.253 2.562
H -2.256 -2.164 -0.985
H -0.810 -2.388 1.482
O 1.288 -0.351 -2.014
O -0.977 -1.475 1.716
H -0.202 -3.294 -1.008
H -2.594 -1.130 -2.077
H 2.710 2.104 0.018
H 0.926 2.832 -0.921
H -0.123 1.879 2.730
H -1.873 1.333 -3.188
H 1.264 -2.947 -0.583
H 2.224 -0.212 -1.890
H 0.330 3.182 0.397
O 2.533 1.232 -0.152
H 2.097 -1.114 2.445
O 0.105 2.682 -0.380
O -2.353 1.366 0.847
H -1.622 -1.499 2.425
H 1.158 -1.147 -2.556
O 0.359 -2.692 -0.487
H -3.038 1.176 0.169
O -1.666 1.266 -2.261
O -2.166 -1.239 -1.198
O 2.044 -1.044 1.502


Record 3
Molecular formula: C31H66BFIN2O12PS3
Method: DFT, wB97M-V/def2-TZVPD

Values from the calculation:
Total charge: 0

Positions of all 118 atoms, in Å:
O -0.960 -1.296 3.578
C -3.353 -1.953 -1.490
H -3.852 -2.942 -4.301
H 6.011 -1.002 2.452
H 5.941 -3.368 1.573
C -7.308 -5.022 0.881
H 10.825 1.499 -1.619
H 12.044 -0.678 -3.403
C -3.536 3.590 -0.056
H 7.612 0.569 -3.230
C -3.507 2.635 1.203
H -2.399 2.720 4.009
H -8.384 -8.213 0.816
H -3.409 -3.055 -1.143
H 9.541 -0.488 -2.079
C 5.981 -2.495 0.824
H -3.897 -5.706 -2.785
C 2.815 -0.468 -0.183
H -2.833 3.171 1.969
H 3.510 -1.258 -0.653
H -2.315 2.291 -2.021
H -5.681 -1.153 1.180
C -0.545 5.823 2.119
H -1.421 5.222 2.374
H 3.451 1.024 1.451
H -4.586 0.974 -0.270
C 5.272 0.089 0.614
O 7.667 0.828 -2.300
H 10.697 0.378 -3.870
H 6.810 4.024 -2.898
H 3.873 1.569 -0.310
F -3.403 -0.205 4.723
H -1.694 -5.243 -0.910
C 11.671 0.934 -2.019
H 5.753 -0.094 -0.407
H -5.371 -3.558 -0.478
H 0.242 -0.177 0.866
C -3.540 0.481 -0.241
O -8.387 -5.917 0.947
H -1.619 7.202 0.855
B -1.406 0.045 3.219
H -3.111 2.011 5.532
H 7.072 -2.327 0.549
H -6.095 -0.488 -0.467
H -1.257 2.306 -0.192
H -4.180 2.905 4.364
C -3.704 0.823 3.699
C -3.870 -1.094 -0.252
O -3.399 -1.043 2.401
C -5.457 -1.290 0.058
C 3.772 0.675 0.401
H -4.274 3.159 -0.830
C 0.710 1.044 -0.904
O -4.150 -1.903 -2.686
H -3.934 -6.124 -1.080
O -3.847 -3.080 -3.331
C 6.685 2.940 -2.930
C -0.390 0.386 0.102
N -6.110 -5.774 0.729
S -7.308 -3.167 0.965
P -2.937 0.984 -1.963
H 1.171 1.925 -0.351
H 0.125 5.840 2.984
I -5.645 2.720 1.732
H -0.922 -0.393 -0.525
O 10.292 -1.006 -2.406
H 2.246 -0.951 0.673
H 5.745 2.679 -2.438
O -1.613 -2.369 0.875
H 0.901 5.722 0.819
O -1.419 -5.528 -1.792
H 6.596 2.627 -3.974
H -3.554 5.851 -0.218
H 8.793 2.488 -2.753
C -2.124 -6.728 -2.095
S -3.033 -2.010 1.167
H -2.571 3.846 -0.582
H -4.829 0.635 3.565
H -1.810 -7.062 -3.086
H -0.088 7.826 1.450
H -4.168 -7.395 -2.303
C 7.849 2.240 -2.257
H -1.944 0.129 -2.541
H -1.841 -7.495 -1.366
C -3.301 2.162 4.408
H 4.316 -1.503 2.001
H -6.624 -2.594 -1.405
N -6.436 -7.080 0.660
H -1.481 7.724 2.549
H 1.360 -0.841 -1.925
C 11.199 -0.101 -3.022
H -1.161 -1.450 4.531
O 0.124 5.190 1.033
H 0.156 1.486 -1.814
O -3.710 -3.344 1.438
C -7.835 -7.224 0.804
S -4.501 1.255 -3.154
C -6.088 -2.685 -0.400
H 0.352 0.857 3.243
H 12.160 0.449 -1.171
H 12.374 1.632 -2.480
C -3.619 -6.480 -2.066
H 5.398 -2.797 -0.113
C -1.303 1.551 0.679
H -2.223 -1.806 -1.668
H -0.807 2.201 1.491
C 1.842 0.015 -1.354
H 2.509 0.580 -2.108
C -2.838 1.151 1.069
C -0.960 7.227 1.727
C -4.158 5.044 0.344
C -2.835 0.315 2.422
O -0.504 1.064 3.688
C 5.319 -1.205 1.553
H -5.226 5.178 -0.044
H 5.930 0.888 1.119
H 7.921 2.538 -1.210
H -4.034 5.292 1.445


Record 4
Molecular formula: C8H19NO
Method: DFT, wB97M-V/def2-TZVPD

Values from the calculation:
Structure (SMILES): CCN(C)C(C)=O.CCC
Total charge: 0

Positions of all 29 atoms, in Å:
C -1.947 -1.389 -1.232
H 0.275 0.020 -2.288
C -0.602 -2.062 -0.803
H 3.713 1.643 1.969
C -2.439 1.039 -0.706
H 2.075 -1.171 3.462
H 2.459 -0.597 0.760
H -0.840 1.327 -2.778
H 0.180 -2.629 -1.267
C 2.292 -0.021 1.665
H 4.354 0.164 1.515
C 3.597 0.587 2.193
H -2.365 -1.786 -2.184
C -2.254 2.525 -1.155
H 1.716 0.862 1.342
H -0.790 -2.737 0.012
O -3.051 0.966 0.341
H 3.915 0.292 3.183
H 0.742 -0.080 3.070
H -2.724 -1.509 -0.472
C 1.430 -0.818 2.657
H -1.211 -0.290 -3.375
H -0.017 -1.204 -0.492
N -1.608 0.067 -1.268
H -3.090 2.549 -1.915
H 0.853 -1.738 2.368
C -0.833 0.289 -2.507
H -2.459 3.124 -0.310
H -1.371 2.574 -1.784


Record 5
Molecular formula: C3H7N3O
Method: DFT, wB97M-V/def2-TZVPD

Values from the calculation:
Total charge: 0

Positions of all 14 atoms, in Å:
C 0.686 0.837 0.628
N -1.364 1.525 -0.905
N -0.860 -0.833 -1.282
N 1.797 0.456 1.252
H -2.351 1.617 -1.114
H 0.193 -1.703 0.308
H -1.335 -2.503 -0.126
H 2.362 1.101 1.796
H -0.395 2.245 0.240
O 0.410 2.095 0.840
H 0.070 -2.680 -1.191
C -0.459 -1.985 -0.533
C -0.965 0.325 -0.903
H 2.132 -0.486 1.135


Record 6
Molecular formula: C28H58N7
Method: DFT, wB97M-V/def2-TZVPD

Values from the calculation:
Total charge: +1

Positions of all 93 atoms, in Å:
H -2.381 -4.119 1.065
C 1.151 4.651 0.115
H 1.885 3.348 2.705
H 8.789 -2.622 -5.260
H -9.239 -2.788 1.103
H 9.786 -1.174 -5.446
H 2.784 1.930 3.093
C 5.315 -0.720 -4.700
H -1.239 -2.385 -3.013
N 4.662 3.802 4.121
C 1.944 3.413 -0.212
C 3.315 3.284 0.005
C -8.366 -2.403 1.639
N -2.079 -2.761 -0.465
H 7.928 -0.056 -2.316
C -10.496 0.052 3.562
H 4.227 1.150 -4.714
N 4.501 4.262 1.965
N 5.599 4.876 2.458
C 5.099 0.721 -4.218
C 3.917 3.628 3.011
C -1.815 -1.549 -2.614
H -8.066 0.722 2.786
C 1.913 1.126 -1.033
H -7.739 -0.870 4.831
C -7.006 -0.645 4.055
C 7.732 -0.759 -4.971
H -1.823 -0.070 0.149
N 2.763 2.921 2.932
H 7.468 -2.554 -2.920
C 3.281 1.005 -0.798
H -0.179 -1.962 -0.595
C 1.263 2.315 -0.745
H -2.390 -1.108 -3.428
H 5.228 -0.739 -5.789
H -3.320 -1.153 -1.136
H 5.781 -2.229 -2.656
C 4.154 4.413 0.534
H -11.404 -0.113 4.142
C -3.924 -2.633 1.304
H -6.814 -3.293 2.897
H 4.914 0.761 -3.145
N 6.566 -1.368 -4.354
H 3.683 5.386 0.402
C -9.890 -1.286 3.167
H 6.464 4.901 4.410
C 3.973 2.089 -0.291
C -1.223 -0.710 0.798
H 0.198 2.397 -0.926
C -7.818 -3.517 2.538
H -6.333 -1.497 3.971
H -1.116 -0.788 -2.260
H -0.542 -2.758 0.907
C -2.983 -3.467 0.426
H -3.494 -2.695 -1.953
H -7.761 -4.449 1.972
H 6.275 -0.019 -1.702
H -3.588 -4.133 -0.196
H 3.789 0.078 -1.027
H -9.820 0.645 4.180
H 1.667 5.335 0.792
N -8.762 -1.153 2.261
H 0.219 4.371 0.605
H 5.954 1.359 -4.445
H 4.502 -1.347 -4.324
H -6.417 0.207 4.400
H 5.044 2.018 -0.129
H -10.648 -1.873 2.643
H 9.332 -1.720 -3.839
H -3.398 -2.150 2.128
H 7.958 0.242 -4.568
H 5.104 4.430 -0.002
H -1.729 -0.784 1.760
H 7.491 -0.615 -6.027
C 5.674 4.559 3.760
C 6.719 -1.761 -2.966
H -10.753 0.635 2.677
H -6.929 -0.276 1.928
H 0.894 5.207 -0.786
C 7.110 -0.677 -1.949
H 7.446 -1.147 -1.022
H -9.644 -1.848 4.081
C -2.755 -2.020 -1.515
H -4.684 -3.282 1.743
H -8.456 -3.701 3.404
C -0.962 -2.082 0.159
C 8.979 -1.623 -4.867
H 1.356 0.294 -1.442
H -7.622 -2.168 0.871
H -0.269 -0.202 0.969
H 6.204 5.449 1.888
C -7.682 -0.299 2.721
H -4.444 -1.865 0.730


The records above yield E_tot values of -14619.1172, -794.7276, -4191.1142, -446.1286, -357.9444, -1484.6806 hartree, respectively.
The records above yield molar mass values of 1037.05, 267.77, 942.76, 145.25, 101.11, 492.82 g mol⁻¹, respectively.
The records above yield orbital gap values of 4.47, 12.13, 8.46, 10.06, 9.58, 5.87 eV, respectively.